Entry 1:
{
  "formula": "C3H8NO2",
  "method": "wB97M-V/def2-TZVPD",
  "fmax_ev_per_a": 1.29,
  "energy_ha": -324.24378,
  "multiplicity": 2,
  "de_lowest_ev": 0.5625,
  "symbols": ["C", "O", "C", "C", "O", "N", "H", "H", "H", "H", "H", "H", "H", "H"],
  "coordinates": [[1.352, 0.568, 0.568], [2.369, -0.212, 0.151], [-0.041, -0.097, 0.335], [-0.576, 0.197, -1.055], [-1.717, -0.572, -1.387], [-1.043, 0.184, 1.357], [1.400, 0.854, 1.619], [1.434, 1.542, 0.063], [0.161, -1.168, 0.423], [0.224, 0.008, -1.778], [-0.821, 1.252, -1.115], [-1.652, -1.360, -0.837], [-1.538, 1.047, 1.133], [-0.601, 0.319, 2.261]]
}


Entry 2:
{
  "formula": "C28H75N3O15",
  "method": "wB97M-V/def2-TZVPD",
  "fmax_ev_per_a": 11.46,
  "smiles": "COCCNCCOC.COCCNCCOC.COCCNCCOC.OCCO.OCCO.OCCO.OCCO.CCO",
  "energy_ha": -2404.20274,
  "de_lowest_ev": 1.7481,
  "symbols": ["C", "O", "C", "C", "N", "C", "C", "O", "C", "H", "H", "H", "H", "H", "H", "H", "H", "H", "H", "H", "H", "H", "H", "H", "C", "O", "C", "C", "N", "C", "C", "O", "C", "H", "H", "H", "H", "H", "H", "H", "H", "H", "H", "H", "H", "H", "H", "H", "C", "O", "C", "C", "N", "C", "C", "O", "C", "H", "H", "H", "H", "H", "H", "H", "H", "H", "H", "H", "H", "H", "H", "H", "C", "C", "O", "H", "H", "H", "H", "H", "H", "C", "C", "O", "O", "H", "H", "H", "H", "H", "H", "C", "C", "O", "O", "H", "H", "H", "H", "H", "H", "C", "C", "O", "O", "H", "H", "H", "H", "H", "H", "C", "C", "O", "O", "H", "H", "H", "H", "H", "H"],
  "coordinates": [[0.929, 0.079, -0.432], [0.052, 0.682, -1.366], [-1.036, -0.208, -1.721], [-2.225, 0.634, -2.229], [-3.259, -0.312, -2.542], [-4.589, 0.293, -2.768], [-4.783, 1.066, -4.080], [-5.872, 0.909, -4.596], [-5.896, 1.537, -5.857], [1.262, -0.958, -0.530], [0.616, 0.346, 0.638], [1.889, 0.744, -0.526], [-1.301, -0.807, -0.846], [-0.713, -0.913, -2.555], [-1.978, 1.117, -3.161], [-2.500, 1.369, -1.480], [-3.013, -0.828, -3.339], [-4.794, 0.915, -1.903], [-5.321, -0.492, -2.712], [-4.167, 0.417, -4.672], [-4.392, 1.994, -4.054], [-6.996, 1.857, -5.932], [-5.716, 0.914, -6.700], [-5.314, 2.456, -6.049], [4.356, 3.830, 3.527], [3.150, 3.068, 3.295], [2.049, 3.864, 2.864], [0.938, 3.140, 2.087], [0.128, 4.141, 1.370], [0.633, 4.708, 0.114], [0.860, 3.630, -0.941], [1.344, 4.040, -2.024], [0.924, 3.255, -3.119], [4.130, 4.755, 4.163], [4.567, 4.181, 2.568], [5.135, 3.178, 3.807], [2.427, 4.601, 2.111], [1.552, 4.446, 3.649], [0.263, 2.592, 2.756], [1.331, 2.307, 1.589], [-0.814, 3.818, 1.335], [1.547, 5.269, 0.254], [-0.075, 5.353, -0.327], [-0.040, 2.939, -1.044], [1.541, 2.863, -0.495], [1.212, 2.184, -3.114], [1.166, 3.671, -4.075], [-0.132, 3.326, -3.139], [-3.532, -1.750, -6.107], [-3.190, -2.159, -4.835], [-1.885, -2.645, -4.758], [-1.742, -3.304, -3.426], [-0.360, -3.728, -3.250], [0.096, -3.618, -1.827], [1.245, -4.518, -1.470], [1.668, -4.502, -0.265], [2.622, -5.482, 0.007], [-3.668, -2.671, -6.654], [-2.732, -1.152, -6.595], [-4.537, -1.218, -6.155], [-1.102, -1.804, -4.718], [-1.678, -3.414, -5.493], [-2.399, -4.121, -3.303], [-2.046, -2.582, -2.728], [0.278, -3.201, -3.819], [-0.636, -3.761, -1.101], [0.444, -2.540, -1.826], [2.122, -4.350, -2.024], [0.925, -5.534, -1.713], [3.474, -5.648, -0.648], [2.158, -6.448, 0.143], [3.041, -5.150, 0.980], [-0.493, -1.217, 2.793], [-0.306, -2.238, 1.712], [1.040, -2.368, 1.451], [-0.220, -0.189, 2.570], [0.120, -1.475, 3.629], [-1.529, -1.168, 3.136], [-0.715, -1.943, 0.753], [-0.737, -3.235, 2.033], [1.226, -3.016, 0.715], [-2.242, 1.988, 1.354], [-3.506, 1.348, 1.236], [-3.242, -0.085, 1.149], [-2.495, 3.326, 1.687], [-1.654, 1.801, 0.437], [-1.669, 1.434, 2.162], [-4.149, 1.574, 0.356], [-4.006, 1.465, 2.194], [-3.044, -0.391, 0.268], [-3.196, 3.692, 1.141], [-0.154, 0.248, 6.028], [-0.995, 1.132, 6.817], [-0.183, 1.989, 7.625], [0.515, 1.041, 5.058], [-0.841, -0.329, 5.446], [0.427, -0.388, 6.610], [-1.621, 0.656, 7.538], [-1.670, 1.738, 6.162], [0.414, 2.463, 7.098], [1.283, 1.371, 5.408], [4.261, -2.118, -1.075], [4.226, -1.712, 0.278], [3.848, -0.369, 0.300], [4.676, -3.500, -1.210], [4.874, -1.403, -1.666], [3.409, -1.943, -1.618], [5.160, -1.826, 0.798], [3.467, -2.383, 0.820], [4.255, 0.083, 1.094], [4.165, -4.094, -0.738], [3.256, -0.093, 3.124], [3.688, -1.377, 3.487], [2.604, -2.307, 3.649], [4.308, 0.864, 2.841], [2.654, 0.232, 3.869], [2.552, -0.172, 2.284], [4.263, -1.338, 4.427], [4.441, -1.799, 2.810], [1.990, -2.336, 2.895], [3.910, 1.697, 2.856]]
}


Entry 3:
{
  "formula": "C6H8Br2Cl12",
  "method": "wB97M-V/def2-TZVPD",
  "fmax_ev_per_a": 2.67,
  "charge": -1,
  "energy_ha": -10903.68988,
  "multiplicity": 2,
  "symbols": ["Br", "C", "C", "Br", "H", "H", "H", "H", "C", "Cl", "Cl", "Cl", "H", "C", "Cl", "Cl", "Cl", "H", "C", "Cl", "Cl", "Cl", "H", "C", "Cl", "Cl", "Cl", "H"],
  "coordinates": [[18.920, 13.565, -24.166], [17.261, 14.041, -23.404], [16.580, 12.696, -23.282], [16.085, 11.844, -25.068], [16.822, 14.594, -24.235], [17.521, 14.532, -22.466], [15.639, 12.777, -22.737], [17.264, 12.028, -22.759], [13.738, 9.744, -17.367], [12.114, 9.927, -18.117], [14.713, 11.285, -17.605], [14.679, 8.386, -18.297], [13.633, 9.532, -16.303], [13.350, 16.289, -22.603], [15.098, 16.313, -22.015], [13.198, 17.142, -24.159], [12.290, 16.912, -21.366], [13.062, 15.239, -22.669], [11.933, 11.774, -20.998], [11.721, 13.216, -21.883], [13.609, 11.207, -21.327], [10.928, 10.322, -21.509], [11.897, 11.995, -19.931], [10.354, 10.840, -25.001], [11.327, 12.326, -25.173], [10.093, 9.955, -26.550], [8.750, 11.422, -24.209], [10.844, 10.106, -24.361]]
}


Entry 4:
{
  "formula": "C22H32N5Pt",
  "method": "wB97M-V/def2-TZVPD",
  "fmax_ev_per_a": 2.53,
  "charge": 1,
  "energy_ha": -1250.12259,
  "multiplicity": 5,
  "de_lowest_ev": 0.0000,
  "symbols": ["C", "C", "C", "C", "C", "Pt", "C", "C", "H", "C", "H", "H", "C", "H", "H", "H", "C", "H", "H", "H", "C", "H", "H", "H", "C", "H", "H", "H", "C", "H", "H", "H", "C", "H", "H", "H", "C", "H", "H", "H", "C", "C", "C", "C", "H", "C", "H", "C", "H", "H", "H", "N", "N", "N", "C", "N", "N", "H", "H", "H"],
  "coordinates": [[0.899, 2.175, 0.253], [-0.384, 1.968, -0.440], [-0.059, 1.600, -1.808], [1.346, 1.454, -1.910], [1.949, 1.859, -0.690], [0.140, 0.072, 0.563], [1.498, -2.584, 0.347], [1.398, -1.721, 1.440], [1.027, -2.106, 2.392], [2.000, -0.390, 1.479], [2.842, -0.170, 0.822], [2.067, 0.101, 2.454], [0.652, -3.817, 0.264], [-0.174, -3.823, 0.989], [0.200, -3.905, -0.735], [1.236, -4.738, 0.414], [2.462, -2.346, -0.759], [2.944, -1.366, -0.683], [3.257, -3.110, -0.762], [1.953, -2.399, -1.733], [-1.672, 2.551, 0.020], [-1.699, 2.586, 1.113], [-1.826, 3.570, -0.364], [-2.512, 1.931, -0.318], [-1.091, 1.563, -2.869], [-2.061, 1.243, -2.460], [-1.254, 2.567, -3.298], [-0.849, 0.881, -3.693], [2.091, 0.955, -3.099], [1.521, 0.174, -3.621], [2.309, 1.747, -3.830], [3.052, 0.517, -2.796], [3.393, 2.043, -0.403], [4.015, 1.207, -0.760], [3.788, 2.956, -0.876], [3.571, 2.153, 0.676], [1.048, 3.034, 1.455], [1.893, 2.709, 2.076], [1.233, 4.081, 1.166], [0.137, 3.018, 2.063], [-1.149, -1.162, -0.568], [-2.358, -1.572, -0.028], [-0.776, -1.573, -1.839], [-3.254, -2.339, -0.793], [-2.585, -1.243, 0.978], [-1.677, -2.298, -2.637], [0.217, -1.319, -2.213], [-2.922, -2.672, -2.109], [-4.204, -2.657, -0.354], [-1.383, -2.560, -3.658], [-3.630, -3.218, -2.737], [-3.731, 0.724, 4.226], [-2.459, 0.363, 3.804], [-1.359, 0.699, 4.546], [-0.394, 0.575, 3.635], [-0.887, 0.297, 2.409], [-2.230, 0.237, 2.503], [-4.418, 0.218, 3.676], [-3.800, 0.556, 5.218], [0.658, 0.703, 3.866]]
}


Entry 5:
{
  "formula": "C20H18BaN4O5S3",
  "method": "wB97M-V/def2-TZVPD",
  "fmax_ev_per_a": 2.49,
  "charge": -2,
  "energy_ha": -2588.40485,
  "de_lowest_ev": 0.0000,
  "symbols": ["Ba", "S", "C", "C", "N", "C", "S", "C", "N", "C", "C", "C", "O", "C", "O", "O", "H", "H", "H", "H", "H", "H", "H", "C", "C", "C", "C", "C", "C", "C", "S", "O", "O", "N", "C", "C", "C", "C", "C", "N", "H", "H", "H", "H", "H", "H", "H", "H", "H", "H", "H"],
  "coordinates": [[1.286, 1.634, -0.869], [1.595, 1.051, 2.185], [3.264, 0.710, 2.555], [3.651, 0.864, 3.944], [3.927, 1.050, 5.065], [4.208, 0.351, 1.643], [3.909, 0.074, -0.084], [5.565, 0.188, 2.130], [6.644, 0.084, 2.551], [4.598, 2.735, -4.110], [3.109, 2.652, -3.774], [2.230, 2.475, -5.021], [2.856, 1.504, -2.863], [2.634, 3.983, -3.194], [3.050, 4.984, -3.810], [1.866, 3.918, -2.188], [4.879, 1.805, -4.643], [5.173, 2.837, -3.231], [4.805, 3.600, -4.714], [2.528, 1.572, -5.531], [2.319, 3.353, -5.650], [1.228, 2.389, -4.691], [3.673, 1.223, -2.401], [-5.023, -0.293, 4.983], [-4.544, -0.308, 3.570], [-3.201, -0.083, 3.312], [-2.706, -0.169, 2.035], [-3.598, -0.572, 1.029], [-4.926, -0.789, 1.268], [-5.430, -0.654, 2.548], [-3.065, -0.494, -0.649], [-3.214, 0.933, -0.916], [-3.874, -1.438, -1.372], [-1.525, -0.810, -0.773], [-1.127, -2.125, -0.691], [-1.984, -3.225, -0.454], [-1.392, -4.450, -0.169], [-0.025, -4.574, -0.130], [0.759, -3.479, -0.484], [0.218, -2.280, -0.745], [-4.337, 0.266, 5.570], [-5.096, -1.293, 5.347], [-6.009, 0.155, 5.056], [-2.544, 0.139, 4.140], [-1.643, -0.057, 1.787], [-5.517, -1.095, 0.403], [-6.487, -0.816, 2.739], [-3.017, -3.170, -0.487], [-1.974, -5.294, 0.105], [0.447, -5.493, 0.168], [1.840, -3.570, -0.489]]
}


Entry 6:
{
  "formula": "C32H23N2",
  "method": "wB97M-V/def2-TZVPD",
  "fmax_ev_per_a": 4.16,
  "charge": 1,
  "energy_ha": -1342.45981,
  "de_lowest_ev": 0.0000,
  "symbols": ["C", "C", "C", "C", "C", "C", "C", "C", "C", "C", "C", "C", "C", "C", "C", "C", "C", "C", "C", "H", "H", "H", "H", "H", "H", "H", "H", "H", "H", "H", "H", "H", "C", "N", "N", "C", "C", "C", "C", "C", "C", "C", "C", "C", "C", "C", "C", "H", "H", "H", "H", "H", "H", "H", "H", "H", "H"],
  "coordinates": [[-0.419, -0.234, 1.864], [-1.809, -0.113, 2.620], [-2.642, 0.958, 2.317], [-3.969, 0.983, 2.748], [-4.507, -0.135, 3.389], [-3.652, -1.171, 3.768], [-2.286, -1.115, 3.463], [0.501, -1.421, 2.349], [1.796, -0.954, 2.637], [2.864, -1.833, 2.799], [2.632, -3.204, 2.682], [1.333, -3.669, 2.453], [0.256, -2.781, 2.294], [1.795, 0.511, 2.618], [0.501, 0.965, 2.281], [0.162, 2.259, 2.627], [1.128, 3.109, 3.199], [2.453, 2.679, 3.351], [2.811, 1.376, 3.009], [-2.293, 1.755, 1.652], [-4.604, 1.842, 2.527], [-5.577, -0.198, 3.587], [-4.042, -2.044, 4.289], [-1.600, -1.875, 3.849], [3.859, -1.422, 2.942], [3.466, -3.902, 2.755], [1.163, -4.742, 2.337], [-0.747, -3.153, 2.073], [-0.868, 2.608, 2.547], [0.818, 4.102, 3.541], [3.189, 3.355, 3.790], [3.835, 0.989, 3.084], [-0.628, -0.402, 0.463], [0.995, 2.525, -0.795], [0.760, 3.337, -0.064], [-1.979, -0.193, -0.121], [-2.935, -1.189, 0.169], [-4.243, -1.082, -0.270], [-4.645, 0.058, -0.977], [-3.705, 1.033, -1.293], [-2.361, 0.893, -0.943], [0.267, -1.211, -0.384], [-0.258, -2.357, -1.039], [0.578, -3.418, -1.367], [1.960, -3.262, -1.325], [2.501, -2.035, -0.925], [1.670, -1.020, -0.449], [-2.630, -2.013, 0.825], [-4.947, -1.872, -0.018], [-5.691, 0.161, -1.278], [-4.046, 1.926, -1.826], [-1.611, 1.632, -1.224], [-1.339, -2.432, -1.195], [0.130, -4.370, -1.681], [2.617, -4.083, -1.623], [3.581, -1.889, -0.966], [2.083, -0.065, -0.124]]
}


Entry 7:
{
  "formula": "C5H14",
  "method": "wB97M-V/def2-TZVPD",
  "fmax_ev_per_a": 3.01,
  "charge": 1,
  "energy_ha": -198.46263,
  "multiplicity": 2,
  "de_lowest_ev": 0.6621,
  "symbols": ["C", "C", "H", "H", "H", "H", "H", "H", "C", "C", "C", "H", "H", "H", "H", "H", "H", "H", "H"],
  "coordinates": [[0.301, 1.930, 1.162], [1.385, 0.924, 1.564], [0.497, 2.848, 1.702], [0.222, 2.068, 0.086], [-0.687, 1.672, 1.551], [1.413, 0.000, 0.967], [1.087, 0.556, 2.535], [2.368, 1.376, 1.624], [0.031, -1.262, -1.084], [-0.726, -0.185, -2.069], [-0.825, -1.798, -0.023], [0.260, -2.159, -1.661], [0.861, -0.606, -0.734], [-0.062, 0.045, -2.894], [-0.986, 0.736, -1.525], [-1.109, -2.851, -0.012], [-0.484, -1.482, 0.982], [-1.740, -0.558, -2.217], [-1.807, -1.256, 0.045]]
}


Entry 8:
{
  "formula": "C16H16BN9O7Sn",
  "method": "wB97M-V/def2-TZVPD",
  "fmax_ev_per_a": 4.56,
  "charge": 2,
  "energy_ha": -1876.88929,
  "de_lowest_ev": 0.0000,
  "symbols": ["H", "N", "B", "N", "C", "Sn", "H", "C", "H", "C", "H", "C", "H", "H", "H", "N", "N", "N", "N", "C", "C", "H", "H", "C", "C", "C", "C", "H", "H", "H", "H", "H", "O", "N", "O", "C", "C", "C", "C", "O", "C", "C", "N", "O", "O", "N", "O", "O", "H", "H"],
  "coordinates": [[-2.729, 0.237, 0.193], [-1.101, 0.307, -1.266], [0.245, 0.121, -3.541], [-1.001, -0.101, -2.588], [-2.238, -0.472, -2.998], [0.243, 1.272, 0.186], [-2.374, -0.780, -4.041], [-3.122, -0.323, -1.949], [-4.179, -0.511, -1.969], [-2.379, 0.098, -0.848], [-0.215, 0.386, -4.630], [1.871, -1.300, 0.762], [2.071, -1.066, 1.803], [2.440, -0.692, 0.016], [1.137, -1.989, 0.338], [1.015, -1.196, -3.930], [1.093, 1.323, -3.077], [0.843, -2.352, -3.210], [0.944, 1.973, -1.872], [1.808, -1.448, -5.006], [1.784, 2.135, -3.921], [2.016, -0.648, -5.698], [1.923, 1.868, -4.960], [2.159, -2.787, -4.990], [2.120, 3.299, -3.221], [1.510, -3.345, -3.858], [1.609, 3.142, -1.922], [2.782, -3.286, -5.709], [2.626, 4.159, -3.565], [1.558, -4.377, -3.547], [1.678, 3.783, -1.048], [1.499, -2.991, 2.483], [-1.790, -0.293, 7.805], [-1.841, 0.669, 6.994], [-2.316, 1.755, 7.384], [-1.376, 0.509, 5.587], [-0.750, -0.711, 5.262], [-0.415, -0.990, 3.920], [-0.720, 0.012, 2.888], [-0.567, -0.266, 1.649], [-1.173, 1.336, 3.305], [-1.533, 1.542, 4.641], [-1.463, 2.418, 2.442], [-2.031, 3.418, 2.868], [-1.204, 2.381, 1.129], [0.418, -2.073, 3.680], [1.013, -2.634, 4.598], [0.608, -2.561, 2.416], [-0.546, -1.457, 6.036], [-1.950, 2.508, 4.979]]
}